Entry 1:
ORCA calculation (wB97M-V/def2-TZVPD) on a cluster of 2 separate species, C35H54BrClIN3O7PS in total.

Properties
multiplicity = 1
total charge = -1
HOMO = -0.050 Eh

Geometry as XYZ:
```
104
Properties=species:S:1:pos:R:3:lowdin_charge:R:1
C -6.06 -0.85 4.91 -0.119
C -7.42 -1.55 4.30 -0.286
N -8.00 -0.86 3.08 -0.087
C -6.98 -0.02 2.34 -0.134
C -6.97 1.59 2.63 -0.087
C -7.95 2.35 3.70 -0.166
O -8.91 3.29 3.10 -0.232
O -9.25 2.94 1.89 -0.083
C -5.89 2.51 1.79 -0.286
C -4.78 1.95 0.70 -0.108
C -4.83 0.30 0.43 -0.039
C -3.78 -0.33 -0.71 -0.140
C -4.60 -1.13 -1.93 -0.218
O -5.95 -0.55 -2.00 -0.245
C -6.62 -0.85 -3.28 -0.244
C -6.51 -2.40 -3.78 -0.125
C -5.88 -0.66 1.24 -0.246
P -6.00 -2.59 1.05 0.583
O -6.87 -2.99 -0.44 -0.432
Br -3.95 -3.54 0.82 0.257
N -3.80 2.82 -0.04 -0.011
C -3.26 3.96 0.80 -0.095
C -1.66 4.38 0.60 -0.103
O -0.73 3.70 -0.33 -0.179
C 0.02 2.62 0.33 -0.162
C 1.66 2.86 0.36 -0.325
C 2.14 2.94 1.96 -0.142
C 2.53 1.65 -0.31 -0.174
C 4.16 1.87 -0.08 -0.374
C 4.76 0.91 1.15 -0.118
C 5.06 1.50 -1.41 -0.132
C -1.05 5.67 1.47 -0.479
I 1.06 6.38 1.25 0.816
C -1.96 6.55 2.55 -0.511
Cl -1.20 7.96 3.49 0.481
C -3.53 6.13 2.75 -0.197
O -4.35 6.91 3.74 -0.102
C -4.10 4.87 1.87 -0.300
S -5.93 4.39 2.11 0.862
H -5.86 -1.36 5.97 0.089
H -5.17 -1.15 4.19 0.087
H -6.22 0.31 5.01 0.072
H -8.31 -1.60 5.10 0.125
H -7.17 -2.66 4.02 0.094
H -8.86 -0.30 3.31 0.105
H -7.24 2.95 4.44 0.136
H -8.54 1.58 4.40 0.130
H -8.90 3.63 1.23 0.143
H -2.93 -0.99 -0.23 0.083
H -3.22 0.56 -1.27 0.114
H -4.57 -2.29 -1.78 0.078
H -4.06 -0.83 -2.95 0.142
H -6.30 -0.14 -4.17 0.124
H -7.78 -0.63 -3.11 0.131
H -6.20 -3.17 -2.96 0.063
H -5.77 -2.56 -4.69 0.084
H -7.60 -2.74 -4.14 0.086
H -7.72 -3.42 -0.07 0.066
H -4.21 3.27 -0.89 0.137
H -0.32 2.45 1.45 0.136
H -0.15 1.64 -0.33 0.138
H 1.97 3.85 -0.23 0.104
H 1.32 3.47 2.60 0.052
H 3.14 3.59 2.05 0.080
H 2.42 1.86 2.34 0.077
H 2.24 0.61 0.16 0.117
H 2.38 1.65 -1.48 0.118
H 4.42 3.00 0.18 0.121
H 3.93 0.26 1.67 0.064
H 5.63 0.24 0.69 0.080
H 5.30 1.61 1.95 0.078
H 4.87 0.38 -1.72 0.083
H 6.20 1.55 -1.07 0.093
H 4.96 2.27 -2.29 0.069
H -3.98 6.66 4.65 0.124
C 9.86 -2.84 -1.91 -0.057
C 8.52 -2.57 -2.63 -0.506
C 8.28 -3.67 -3.70 -0.166
C 7.94 -5.05 -3.15 -0.204
C 7.25 -5.02 -1.79 -0.165
C 6.53 -3.69 -1.45 -0.518
N 7.51 -2.59 -1.56 -0.231
O 6.97 -1.35 -1.26 -0.324
C 6.06 -3.80 0.02 -0.061
C 5.28 -3.54 -2.34 -0.047
C 8.68 -1.24 -3.42 -0.067
H 10.08 -2.05 -1.18 0.078
H 10.70 -2.86 -2.62 0.063
H 9.86 -3.79 -1.38 0.063
H 7.46 -3.36 -4.36 0.097
H 9.16 -3.76 -4.36 0.105
H 7.30 -5.57 -3.87 0.098
H 8.85 -5.65 -3.07 0.097
H 6.56 -5.86 -1.72 0.105
H 8.02 -5.21 -1.02 0.102
H 6.92 -3.86 0.70 0.075
H 5.46 -4.71 0.17 0.064
H 5.45 -2.95 0.33 0.064
H 4.60 -4.39 -2.20 0.067
H 5.51 -3.50 -3.41 0.064
H 4.70 -2.64 -2.10 0.063
H 9.49 -1.32 -4.15 0.065
H 8.92 -0.40 -2.77 0.067
H 7.76 -0.99 -3.98 0.071
```


Entry 2:
ORCA calculation (wB97M-V/def2-TZVPD) on a structure of composition C35H54InN4O6PSTe.

Properties
relative energy (zero: lowest compared OMol25 entry of this formula, charge and spin) = 0.000 eV
multiplicity = 1
total charge = -2
HOMO = -0.086 Eh

Geometry as XYZ:
```
103
Properties=species:S:1:pos:R:3:lowdin_charge:R:1
In 0.07 0.46 -1.01 0.850
C -2.34 -2.18 -3.80 -0.070
C -2.82 -1.66 -2.45 -0.376
C -4.33 -1.40 -2.48 -0.057
C -2.46 -2.60 -1.31 -0.126
C -2.74 -3.96 -1.42 -0.048
C -2.42 -4.84 -0.41 -0.088
C -1.82 -4.36 0.75 -0.043
C -1.54 -3.01 0.92 -0.128
C -0.96 -2.57 2.25 -0.352
C 0.39 -1.86 2.13 -0.086
C -1.93 -1.76 3.10 -0.039
C -1.87 -2.14 -0.12 -0.147
N -1.61 -0.73 -0.01 0.023
C -2.59 0.04 0.31 -0.085
C -2.46 1.45 0.26 -0.326
C -3.37 2.46 0.57 -0.035
C -2.73 3.66 0.25 -0.035
C -1.46 3.33 -0.26 -0.261
N -1.30 2.00 -0.24 0.030
C -0.41 4.25 -0.85 -0.537
C 0.98 3.87 -0.33 -0.038
C -0.45 4.12 -2.38 -0.044
C -0.71 5.69 -0.45 -0.068
H -2.57 -1.44 -4.58 0.076
H -2.83 -3.12 -4.08 0.065
H -1.26 -2.33 -3.79 0.064
H -2.30 -0.71 -2.31 0.086
H -4.88 -2.32 -2.66 0.075
H -4.58 -0.69 -3.27 0.077
H -4.68 -0.98 -1.53 0.068
H -3.21 -4.33 -2.33 0.102
H -2.63 -5.90 -0.52 0.094
H -1.57 -5.05 1.55 0.106
H -0.77 -3.50 2.80 0.122
H 0.26 -0.81 1.84 0.038
H 1.03 -2.34 1.40 0.055
H 0.90 -1.86 3.09 0.062
H -2.16 -0.80 2.65 0.055
H -1.49 -1.55 4.08 0.088
H -2.87 -2.30 3.26 0.083
H -3.54 -0.39 0.62 0.151
H -4.35 2.32 0.99 0.101
H -3.13 4.65 0.37 0.090
H 1.33 2.92 -0.73 0.047
H 1.00 3.82 0.76 0.083
H 1.71 4.62 -0.65 0.087
H -0.36 3.07 -2.68 0.044
H 0.38 4.68 -2.83 0.082
H -1.39 4.51 -2.77 0.084
H -0.68 5.82 0.64 0.089
H -1.69 6.01 -0.81 0.074
H 0.04 6.36 -0.90 0.079
N -0.04 1.60 2.45 0.115
C -0.25 1.40 3.83 -0.323
C -1.55 1.53 4.33 -0.058
C -1.82 1.31 5.67 -0.072
C -0.80 0.95 6.55 -0.280
C 0.49 0.82 6.05 -0.058
C 0.77 1.04 4.71 -0.052
S -1.19 0.66 8.27 0.387
O -2.01 -0.55 8.27 -0.386
O 0.10 0.49 8.93 -0.389
O -1.92 1.85 8.69 -0.388
H 0.88 1.96 2.22 0.077
H -0.76 2.18 2.04 0.057
H -2.35 1.82 3.65 0.100
H -2.83 1.42 6.05 0.111
H 1.28 0.54 6.74 0.102
H 1.78 0.93 4.33 0.019
C 1.64 -1.04 -3.75 -0.081
C 0.96 0.33 -3.90 -0.816
C 2.04 1.43 -3.80 -0.085
C 0.37 0.41 -5.32 -0.087
N -0.12 0.55 -2.98 -0.150
H 2.47 -1.19 -4.46 0.072
H 0.90 -1.83 -3.93 0.057
H 2.01 -1.17 -2.73 0.038
H 2.87 1.29 -4.51 0.072
H 2.44 1.45 -2.78 0.037
H 1.58 2.40 -4.00 0.064
H 1.13 0.27 -6.09 0.067
H -0.11 1.38 -5.46 0.067
H -0.40 -0.36 -5.44 0.054
C 6.19 -0.21 -2.26 -0.074
C 4.74 -0.03 -1.90 -0.284
O 4.64 -0.05 -0.47 -0.323
P 3.28 -0.45 0.29 0.072
O 2.13 0.36 -0.29 -0.429
Te 3.86 -0.39 2.56 0.429
O 2.96 -1.93 -0.27 -0.317
C 3.78 -3.05 0.03 -0.317
C 2.94 -4.29 -0.14 -0.071
H 6.31 -0.24 -3.35 0.073
H 6.58 -1.13 -1.84 0.072
H 6.79 0.62 -1.88 0.075
H 4.13 -0.82 -2.34 0.099
H 4.36 0.93 -2.26 0.100
H 4.15 -2.96 1.06 0.054
H 4.63 -3.06 -0.64 0.112
H 2.12 -4.31 0.58 0.068
H 3.55 -5.19 0.01 0.072
H 2.51 -4.33 -1.15 0.078
```


Entry 3:
ORCA calculation (wB97M-V/def2-TZVPD) on a structure of composition C35H55CoN4OP2.

Properties
relative energy (zero: lowest compared OMol25 entry of this formula, charge and spin) = 3.246 eV
multiplicity = 4
total charge = +1
HOMO (alpha / beta) = -0.343 / -0.367 Eh

Geometry as XYZ:
```
98
Properties=species:S:1:pos:R:3:lowdin_charge:R:1
C 0.67 0.13 -2.68 -0.323
C -0.57 -1.64 -1.70 -0.285
C 0.47 -0.38 -3.97 -0.033
C -0.83 -2.14 -3.00 -0.028
C -0.34 -1.51 -4.13 -0.046
H 0.96 0.11 -4.80 0.118
H -1.39 -3.07 -3.08 0.115
H -0.54 -1.89 -5.13 0.118
N 0.04 -0.39 -1.61 0.029
P 1.11 2.31 -1.02 1.118
P -1.13 -2.48 1.14 1.223
C 1.67 1.24 -2.43 -0.239
H 2.67 0.82 -2.20 0.084
H 1.80 1.83 -3.35 0.068
C 0.25 0.97 1.77 -0.257
O 0.18 1.04 2.93 0.097
C -0.84 -2.53 -0.60 -0.261
H -1.44 -3.38 -0.98 0.074
C -0.90 -4.32 1.66 -0.640
C -2.89 -1.88 1.70 -0.643
C 2.69 2.92 -0.15 -0.671
C 0.33 3.71 -2.09 -0.636
C 0.04 -4.22 2.88 -0.089
H -0.43 -3.66 3.70 0.081
H 0.26 -5.23 3.24 0.097
H 0.98 -3.72 2.62 0.058
C -2.18 -5.08 2.02 -0.089
H -2.74 -4.65 2.85 0.063
H -2.84 -5.19 1.15 0.082
H -1.88 -6.09 2.32 0.100
C -0.23 -5.09 0.52 -0.110
H 0.24 -6.00 0.92 0.104
H -0.95 -5.39 -0.25 0.091
H 0.55 -4.49 0.04 0.021
C -2.94 -1.97 3.24 -0.082
H -2.17 -1.32 3.70 0.089
H -3.93 -1.63 3.59 0.100
H -2.79 -2.99 3.63 0.056
C -3.00 -0.41 1.32 -0.127
H -2.19 0.19 1.75 0.045
H -2.98 -0.28 0.23 0.071
H -3.95 0.01 1.68 0.105
C -4.03 -2.63 1.02 -0.075
H -4.15 -3.66 1.38 0.061
H -4.97 -2.11 1.24 0.099
H -3.90 -2.65 -0.07 0.087
C -0.09 4.87 -1.18 -0.084
H -0.64 5.61 -1.79 0.097
H -0.75 4.55 -0.37 0.054
H 0.78 5.40 -0.75 0.074
C -0.90 3.11 -2.78 -0.079
H -0.62 2.33 -3.50 0.078
H -1.61 2.68 -2.07 0.042
H -1.42 3.91 -3.33 0.102
C 1.23 4.28 -3.21 -0.083
H 0.67 5.10 -3.69 0.098
H 2.16 4.71 -2.84 0.054
H 1.45 3.55 -4.00 0.075
C 3.55 1.71 0.25 -0.096
H 3.97 1.20 -0.63 0.070
H 4.40 2.08 0.85 0.099
H 3.00 0.98 0.85 0.053
C 2.24 3.66 1.12 -0.088
H 1.71 2.98 1.81 0.050
H 3.13 4.04 1.63 0.099
H 1.58 4.50 0.90 0.065
C 3.53 3.85 -1.03 -0.093
H 3.76 3.40 -2.01 0.089
H 3.06 4.83 -1.17 0.072
H 4.49 4.03 -0.52 0.094
Co 0.35 0.50 0.11 0.212
N 1.12 -1.07 0.64 0.028
C 1.40 -2.22 0.37 -0.089
C 2.85 -2.82 0.25 -0.550
C 2.91 -4.33 0.14 -0.069
C 3.45 -2.22 -1.01 -0.034
C 3.65 -2.40 1.48 -0.038
H 2.49 -4.82 1.03 0.079
H 2.40 -4.69 -0.75 0.091
H 3.95 -4.66 0.06 0.104
H 3.37 -1.13 -1.00 0.065
H 4.52 -2.48 -1.09 0.105
H 2.93 -2.61 -1.89 0.099
H 4.70 -2.70 1.39 0.103
H 3.62 -1.31 1.62 0.081
H 3.25 -2.88 2.38 0.088
N -5.78 5.70 1.76 0.179
C -4.88 4.99 1.52 -0.151
C -3.77 4.11 1.23 -0.208
C -3.86 3.16 0.21 0.015
C -2.76 2.35 -0.04 -0.161
N -1.62 2.42 0.67 0.024
C -1.53 3.33 1.65 -0.129
C -2.58 4.20 1.96 0.015
H -4.76 3.05 -0.39 0.131
H -2.82 1.61 -0.85 0.110
H -0.60 3.40 2.23 0.106
H -2.45 4.92 2.77 0.130
```


| no. | strongest force on any atom (eV/Å) |
| --- | --- |
| 1 | 5.8 |
| 2 | 0.6 |
| 3 | 6.2 |